# C34H27ClIN5O6Pb

A structure of composition C34H27ClIN5O6Pb (ωB97M-V/def2-TZVPD, OMol25).

Geometry as XYZ:
```
75
Properties=species:S:1:pos:R:3:mulliken_charge:R:1
Pb -0.26160 0.24813 0.31853 1.691
C -1.60567 -2.34554 2.39556 -0.527
O -2.87045 -2.65463 1.78706 -0.526
C -2.99478 -2.69244 0.44933 0.088
C -4.28212 -2.66309 -0.06692 -0.721
C -4.55120 -2.70834 -1.43876 -0.558
C -3.53467 -2.77634 -2.37155 -0.739
C -2.23459 -2.80075 -1.86943 0.146
C -0.94127 -2.82267 -2.46914 -0.870
N -0.02707 -2.79464 -1.53517 1.138
N 1.28781 -2.80269 -1.69408 -1.282
C 2.07556 -2.24933 -0.71647 0.311
O 1.71049 -1.82490 0.38086 -0.690
C 3.50972 -2.11778 -1.13350 0.520
C 4.34579 -1.36755 -0.31678 -0.586
C 5.66918 -1.15997 -0.67365 -0.650
C 6.16441 -1.70876 -1.84946 -0.355
C 5.33271 -2.46485 -2.66639 -0.701
C 4.00544 -2.66545 -2.31277 -0.046
C -1.97805 -2.77014 -0.50744 1.737
O -0.63039 -2.81571 -0.27457 -0.316
H -1.72561 -2.59528 3.44454 0.338
H -1.40181 -1.27944 2.28984 -0.002
H -0.79182 -2.93104 1.97878 0.403
H -5.09098 -2.58959 0.64946 0.469
H -5.58190 -2.68090 -1.76798 0.390
H -3.72891 -2.80578 -3.43591 0.462
H -0.63172 -2.81523 -3.50125 0.534
H 3.93597 -0.93902 0.58913 0.466
H 6.31320 -0.56383 -0.03976 0.391
H 7.19698 -1.54211 -2.13348 0.390
H 5.71736 -2.89133 -3.58562 0.391
H 3.34546 -3.23805 -2.95153 0.413
Cl 2.79409 6.37119 -2.19438 -0.282
C 2.25327 4.71980 -2.02152 0.578
C 2.77866 3.75083 -2.82423 -0.568
C 2.35480 2.41430 -2.71494 -0.232
I 3.18099 0.96397 -3.95422 0.013
C 1.38726 1.99865 -1.79981 0.214
O 0.93893 0.79251 -1.70038 -0.543
C 0.88358 3.04461 -0.92911 0.309
N -0.01329 2.66197 0.02557 0.312
C -0.56197 3.54411 0.83226 -0.245
C -0.24231 4.90986 0.74892 -1.182
C 0.67908 5.32279 -0.16934 -0.736
C 1.28450 4.39108 -1.04530 -0.168
H 3.53300 4.01568 -3.55420 0.413
H -1.28097 3.17065 1.55910 0.506
H -0.72797 5.61082 1.41456 0.463
H 0.95761 6.36566 -0.24274 0.413
N -2.12816 0.42022 -1.55721 -0.193
C -3.25353 1.34809 -1.30182 -0.901
C -3.98554 1.00033 -0.00478 0.298
C -3.19263 1.48202 1.20836 0.185
O -3.45535 2.58582 1.68074 -0.732
O -2.22360 0.71288 1.59631 -0.613
H -1.56838 0.72843 -2.34763 0.234
H -2.48830 -0.50321 -1.77747 -0.039
H -3.95429 1.35555 -2.13889 0.425
H -2.83746 2.35424 -1.21684 0.371
H -4.14461 -0.08226 0.05491 -0.399
H -4.94990 1.50388 -0.00218 0.507
N 1.06524 1.09456 2.53959 -0.406
C 1.34203 1.18394 3.65011 -0.148
C 1.67868 1.30463 5.05313 0.613
C 2.64684 2.22211 5.45049 -0.419
C 2.96978 2.32737 6.79347 -0.558
C 2.32977 1.52206 7.72755 -0.362
C 1.36218 0.61082 7.32517 -0.558
C 1.03220 0.49727 5.98522 -0.406
H 3.13368 2.84358 4.70972 0.462
H 3.72154 3.03745 7.11090 0.387
H 2.58467 1.60761 8.77649 0.385
H 0.86329 -0.01173 8.05629 0.390
H 0.27440 -0.20127 5.65501 0.506
```

The spin multiplicity is 1. The HOMO-LUMO gap comes out at 6.546 eV. The energy relative to the best compared isomer or geometry (same formula, charge and spin) comes out at 9.4 kcal per mole.

=====

# C34H27CrF3N3O3Sb

A structure of composition C34H27CrF3N3O3Sb (ωB97M-V/def2-TZVPD, OMol25).

Geometry as XYZ:
```
72
Properties=species:S:1:pos:R:3:mulliken_spin:R:1
Cr -2.41010 -1.07537 -0.33512 3.445
C -1.52236 -1.86162 3.85667 -0.005
C -1.84186 -1.91909 2.40564 0.047
N -2.03302 -0.88520 1.66870 -0.087
N -1.95391 0.36589 2.17841 0.037
C -2.21753 1.22607 1.21481 -0.054
O -2.49651 0.84371 0.00152 -0.007
C -2.19767 2.66569 1.51194 -0.002
C -2.43233 3.58109 0.48938 0.000
C -2.38390 4.94095 0.75098 0.000
C -2.10194 5.39154 2.03372 0.000
C -1.87612 4.47996 3.05848 0.001
C -1.92404 3.12105 2.80145 0.000
C -1.94417 -3.18220 1.66766 0.039
C -1.73886 -4.42112 2.24467 -0.001
C -1.85601 -5.56041 1.45961 0.009
C -2.17719 -5.43000 0.12007 0.001
C -2.36713 -4.16035 -0.39264 0.040
N -2.25036 -3.06152 0.35609 -0.071
H -1.53985 -0.83133 4.19579 0.000
H -0.53042 -2.28354 4.04329 0.003
H -2.24853 -2.44469 4.42932 0.002
H -2.64865 3.21842 -0.50678 0.001
H -2.56632 5.65213 -0.04670 0.000
H -2.05836 6.45561 2.23694 0.000
H -1.66039 4.83305 4.06060 0.000
H -1.74520 2.40228 3.59146 -0.001
H -1.49163 -4.49703 3.29671 0.000
H -1.70228 -6.53999 1.89611 0.000
H -2.28570 -6.29272 -0.52548 0.000
H -2.62790 -4.00787 -1.43131 -0.004
C -1.77605 1.14126 -3.44074 -0.009
O -2.50791 -0.11447 -3.39900 -0.024
C -2.55909 -0.72235 -2.27942 -0.296
O -3.16563 -1.77871 -2.06552 -0.099
H -1.04570 1.04875 -4.23730 -0.002
H -1.29808 1.32079 -2.48245 0.009
H -2.49631 1.91995 -3.66323 0.000
F 6.40960 -2.91393 1.29245 0.000
C 5.21820 -2.43017 0.91887 0.000
C 4.16197 -3.30890 0.76860 0.002
C 2.93025 -2.79857 0.38189 -0.006
C 2.76560 -1.43579 0.14752 0.026
C 3.85178 -0.57690 0.31495 -0.004
C 5.08911 -1.06985 0.70210 0.001
Sb 0.88250 -0.72098 -0.51326 0.012
C 1.08672 1.28071 0.18063 0.002
C 1.30224 1.46812 1.54839 -0.002
C 1.39655 2.73917 2.09186 0.002
C 1.25888 3.82649 1.24756 -0.001
F 1.33822 5.06022 1.76111 0.000
C 1.04490 3.68194 -0.10765 0.000
C 0.96229 2.39967 -0.63539 0.001
C 1.28167 -0.35230 -2.56984 -0.001
C 2.27284 0.52954 -2.99797 -0.003
C 2.50395 0.74117 -4.34893 0.000
C 1.73348 0.05061 -5.26686 0.000
F 1.94682 0.25771 -6.57061 0.000
C 0.75506 -0.84727 -4.88501 -0.002
C 0.54281 -1.04536 -3.52688 -0.007
H 4.31310 -4.36536 0.95299 0.000
H 2.09356 -3.48185 0.26146 -0.003
H 3.73418 0.49053 0.15418 -0.001
H 5.94647 -0.42240 0.83828 0.000
H 1.40743 0.61385 2.21088 -0.001
H 1.56458 2.89774 3.14965 0.000
H 0.94887 4.56214 -0.73165 0.000
H 0.81306 2.28537 -1.70277 0.000
H 2.87901 1.06098 -2.27295 0.000
H 3.26960 1.42342 -4.69764 0.000
H 0.18661 -1.37782 -5.63879 0.000
H -0.21291 -1.76054 -3.22151 0.016
```

The spin multiplicity is 4. As for the expectation value of S²: 3.91. The HOMO-LUMO gap (spin up / spin down) comes out at 6.893 / 7.134 eV. The net charge is +1.

=====

# C34H27N7O2PRu

A structure of composition C34H27N7O2PRu (ωB97M-V/def2-TZVPD, OMol25).

Geometry as XYZ:
```
72
Properties=species:S:1:pos:R:3:mulliken_spin:R:1
Ru 0.89134 0.27292 -0.15762 3.851
N -0.09579 -0.99734 -1.99163 0.146
C -1.42862 -1.51717 -1.99451 0.028
C -1.81136 -2.57258 -2.80838 0.026
C -3.13373 -2.98287 -2.80408 -0.001
C -4.06726 -2.33022 -2.00832 0.008
C -3.66864 -1.30276 -1.17115 0.002
C -2.33040 -0.90410 -1.13526 -0.062
P -1.62861 0.29131 0.03198 0.357
C -2.25511 1.93396 -0.38103 -0.033
C -1.50056 2.71110 -1.25825 0.023
C -1.93837 3.97441 -1.62247 0.003
C -3.12898 4.46825 -1.10876 0.005
C -3.88702 3.69653 -0.23928 0.000
C -3.45479 2.43141 0.12666 -0.002
C -2.06749 -0.21015 1.71617 -0.047
C -3.38155 -0.36345 2.17392 -0.008
C -3.63127 -0.75639 3.47784 0.003
C -2.57840 -1.00686 4.34612 0.004
C -1.27141 -0.86379 3.90650 0.042
C -1.02340 -0.46612 2.60212 0.092
H 0.57854 -1.66619 -2.35822 -0.012
H -0.02375 -0.15995 -2.57136 -0.013
H -1.09070 -3.05354 -3.45460 0.001
H -3.44174 -3.80064 -3.43876 0.000
H -5.10413 -2.62899 -2.03588 0.001
H -4.40665 -0.81739 -0.55977 0.004
H -0.56051 2.34876 -1.66970 -0.007
H -1.34906 4.57258 -2.30150 0.000
H -3.46763 5.45573 -1.38668 0.000
H -4.81674 4.07986 0.15447 0.000
H -4.04763 1.85602 0.81843 0.000
H -4.22278 -0.18187 1.53007 -0.001
H -4.65064 -0.86909 3.81495 0.000
H -2.77819 -1.30976 5.36312 0.001
H -0.44734 -1.05513 4.57756 0.001
H 0.02591 -0.33782 2.29216 -0.068
O 3.72969 1.44111 -2.61290 0.042
C 2.87750 0.75638 -2.13186 -0.007
O 1.67162 1.18754 -1.76679 0.268
C 3.09966 -0.71880 -1.85761 0.029
C 4.05969 -1.46464 -2.55182 0.013
C 4.20135 -2.78877 -2.23423 0.001
C 3.39949 -3.37079 -1.22822 -0.014
C 3.49159 -4.73785 -0.86542 -0.001
C 2.68118 -5.24587 0.10578 0.002
C 1.73995 -4.41562 0.76265 0.023
C 1.63136 -3.09373 0.43987 0.025
C 2.46098 -2.55075 -0.56226 -0.033
N 2.34859 -1.23627 -0.90288 0.099
H 4.65419 -0.97566 -3.30998 0.001
H 4.92733 -3.40390 -2.75049 0.000
H 4.21103 -5.36640 -1.37018 0.000
H 2.75136 -6.28763 0.38056 0.000
H 1.10390 -4.83661 1.52642 0.001
H 0.90492 -2.45856 0.94960 -0.007
N 4.87373 1.90848 0.76498 0.006
C 4.19499 0.77654 0.63057 0.016
N 2.89921 1.01962 0.81904 0.087
C 2.87155 2.36075 1.04254 0.040
N 4.04557 2.93825 1.02635 0.003
C 1.59570 3.01066 1.34429 0.014
C 1.50593 4.32356 1.78929 -0.003
N 0.34833 4.85213 2.15704 0.001
C -0.70832 4.04931 2.10343 0.005
C -0.63561 2.74945 1.62629 -0.011
N 0.51814 2.22600 1.21236 0.068
H 5.86971 2.06534 0.67038 0.000
H 4.65207 -0.17737 0.44686 0.001
H 2.39110 4.94287 1.84738 0.001
H -1.65333 4.45281 2.44125 0.000
H -1.51970 2.12973 1.58283 -0.015
```

The spin multiplicity is 6. As for the expectation value of S²: 8.76. The HOMO-LUMO gap (spin up / spin down) comes out at 7.940 / 6.643 eV. The net charge is +2. The energy relative to the best compared isomer or geometry (same formula, charge and spin) comes out at 2.7 kcal per mole.

=====

Maximum force values (in eV/A) by entry order: 0.56, 0.51, 0.83.